P) The following is a quantum chemistry calculation of a 2-piece molecular cluster, C5H11O3 overall, from the Open Molecules 2025 dataset.

## Properties
* LUMO: 3.8 eV
* E_HOMO: -4.78 eV
* gap between HOMO and LUMO: 8.60 eV
* charge: -1

Each atom is followed by the atoms it is bonded to, with distances in Å.
Positions of all 19 atoms, in Å:
1 H -1.193 -1.448 0.217  C8 1.093
2 H 0.082 1.580 -1.493  C14 1.091
3 H -1.540 0.827 -1.209  C14 1.084
4 O -0.605 -1.209 -2.275  C9 1.231
5 H 2.305 -1.307 -0.566  O6 1.118
6 O 2.940 -1.609 0.303  H5 1.118, H11 0.960
7 H 0.431 -1.480 0.794  C8 1.088
8 C -0.207 -1.002 0.055  H1 1.093, H7 1.088, C9 1.570, C17 1.555
9 C 0.283 -1.064 -1.435  O4 1.231, C8 1.570, O16 1.269
10 H 0.704 0.924 0.713  C17 1.085
11 H 3.584 -0.898 0.336  O6 0.960
12 C -1.304 0.810 1.542  H13 1.097, H15 1.102, C17 1.555, H19 1.102
13 H -1.086 0.293 2.485  C12 1.097
14 C -0.739 1.425 -0.791  H2 1.091, H3 1.084, C17 1.605, H18 1.109
15 H -1.405 1.891 1.732  C12 1.102
16 O 1.538 -1.069 -1.619  C9 1.269
17 C -0.257 0.505 0.433  C8 1.555, H10 1.085, C12 1.555, C14 1.605
18 H -1.223 2.371 -0.472  C14 1.109
19 H -2.308 0.462 1.251  C12 1.102

Q) The following is a quantum chemistry calculation of a 2-piece molecular cluster, C5H11O3 overall, from the Open Molecules 2025 dataset.

## Properties
* LUMO: 3.7 eV
* E_HOMO: -3.87 eV
* gap between HOMO and LUMO: 7.55 eV
* charge: -1

Each atom is followed by the atoms it is bonded to, with distances in Å.
Positions of all 19 atoms, in Å:
1 H -0.717 1.384 0.463  C12 1.067
2 O 2.194 -1.052 1.079  C5 1.407, H15 0.966
3 O 0.088 -0.279 -1.183  C4 1.257
4 C -0.933 0.372 -1.518  O3 1.257, O8 1.241, C12 1.591
5 C 1.939 -1.953 2.129  O2 1.407, H6 1.089, H17 1.127, C19 1.553
6 H 2.660 -1.570 2.848  C5 1.089
7 H -1.106 3.456 0.116  C13 1.127
8 O -1.490 0.525 -2.617  C4 1.241
9 H -0.027 -1.176 1.920  C19 1.086
10 H 0.377 -1.395 3.638  C19 1.089
11 H -0.215 2.968 -1.352  C13 1.098
12 C -1.348 1.421 -0.397  H1 1.067, C4 1.591, C13 1.561, H14 1.088
13 C -1.195 2.904 -0.862  H7 1.127, H11 1.098, C12 1.561, H18 1.093
14 H -2.402 1.234 -0.201  C12 1.088
15 H 1.813 -1.281 0.221  O2 0.966
16 H -0.053 -2.762 2.538  C19 1.091
17 H 2.314 -2.988 1.890  C5 1.127
18 H -2.018 3.236 -1.500  C13 1.093
19 C 0.478 -1.815 2.638  C5 1.553, H9 1.086, H10 1.089, H16 1.091

R) The following is a quantum chemistry calculation of a 2-piece molecular cluster, C5H11O3 overall, from the Open Molecules 2025 dataset.

## Properties
* LUMO: 4.0 eV
* E_HOMO: -4.35 eV
* gap between HOMO and LUMO: 8.31 eV
* charge: -1

Each atom is followed by the atoms it is bonded to, with distances in Å.
Positions of all 19 atoms, in Å:
1 C 0.889 1.744 -1.249  O4 1.233, C7 1.519, O8 1.210
2 C -1.777 -2.068 1.701  H3 1.147, C5 1.655, H13 1.090, H18 1.122
3 H -1.967 -1.991 2.830  C2 1.147
4 O 1.791 1.229 -0.584  C1 1.233
5 C -0.638 -0.916 1.362  C2 1.655, C16 1.480, O17 1.463, H19 1.095
6 H 0.465 2.897 -3.100  C7 1.091
7 C 1.267 2.659 -2.400  C1 1.519, H6 1.091, H9 1.088, H10 1.140
8 O -0.242 1.918 -0.857  C1 1.210
9 H 1.942 2.137 -3.075  C7 1.088
10 H 1.726 3.462 -1.733  C7 1.140
11 H 0.237 -1.548 -0.496  C16 1.136
12 H 1.490 -0.830 0.499  C16 1.162
13 H -1.395 -3.089 1.677  C2 1.090
14 H -0.956 0.677 0.099  O17 0.991
15 H 0.960 -2.268 1.040  C16 1.027
16 C 0.513 -1.452 0.602  C5 1.480, H11 1.136, H12 1.162, H15 1.027
17 O -1.456 -0.096 0.468  C5 1.463, H14 0.991
18 H -2.613 -2.026 0.954  C2 1.122
19 H -0.234 -0.437 2.260  C5 1.095

Most stable pick: P). Distance to second place: 90.0 kJ/mol.

P) The following is a quantum chemistry calculation of a 2-piece molecular cluster, C5H11O3 overall, from the Open Molecules 2025 dataset.

## Properties
* LUMO: 3.8 eV
* E_HOMO: -4.24 eV
* gap between HOMO and LUMO: 8.05 eV
* charge: -1

Each atom is followed by the atoms it is bonded to, with distances in Å.
Positions of all 19 atoms, in Å:
1 C -0.239 1.582 -1.792  C8 1.523, H11 1.077, H12 1.106, H14 1.133
2 H 0.945 1.713 2.081  C18 1.088
3 O -1.675 -0.058 -0.755  C8 1.384, H17 0.996
4 C 0.848 -0.386 1.752  O10 1.215, O15 1.280, C18 1.592
5 H -0.134 -1.641 -1.160  C13 1.095
6 H -0.477 1.100 1.168  C18 0.960
7 H -0.391 1.084 2.881  C18 1.096
8 C -0.993 0.263 -1.915  C1 1.523, O3 1.384, H9 1.072, C13 1.686
9 H -1.719 0.332 -2.700  C8 1.072
10 O 1.982 -0.397 2.190  C4 1.215
11 H 0.575 1.404 -1.109  C1 1.077
12 H -0.923 2.378 -1.442  C1 1.106
13 C 0.018 -1.076 -2.086  H5 1.095, C8 1.686, H16 1.051, H19 1.090
14 H 0.346 1.882 -2.715  C1 1.133
15 O 0.148 -1.269 1.143  C4 1.280
16 H -0.198 -1.715 -2.892  C13 1.051
17 H -1.273 -0.387 0.095  O3 0.996
18 C 0.122 1.021 1.915  H2 1.088, C4 1.592, H6 0.960, H7 1.096
19 H 1.067 -0.782 -2.083  C13 1.090

Q) The following is a quantum chemistry calculation of a 2-piece molecular cluster, C5H11O3 overall, from the Open Molecules 2025 dataset.

## Properties
* LUMO: 3.8 eV
* E_HOMO: -2.69 eV
* gap between HOMO and LUMO: 6.49 eV
* charge: -1

Each atom is followed by the atoms it is bonded to, with distances in Å.
Positions of all 19 atoms, in Å:
1 C -0.159 1.317 -0.206  H6 1.092, C10 1.511, C11 1.564, H16 1.090
2 H -1.358 1.338 -2.028  C11 1.093
3 C -2.109 -0.155 -0.722  H8 1.113, C11 1.468, O18 1.220
4 H 1.234 0.881 1.359  C10 1.100
5 H -0.157 -0.020 -1.744  C11 1.125
6 H 0.429 2.125 -0.647  C1 1.092
7 H 0.316 -0.536 0.848  C10 1.073
8 H -3.134 0.228 -0.926  C3 1.113
9 C 1.950 -0.121 -0.459  C10 1.589, H12 1.124, O13 1.349, H15 1.114
10 C 0.780 0.366 0.499  C1 1.511, H4 1.100, H7 1.073, C9 1.589
11 C -0.994 0.595 -1.313  C1 1.564, H2 1.093, C3 1.468, H5 1.125
12 H 2.699 0.714 -0.382  C9 1.124
13 O 1.572 -0.363 -1.731  C9 1.349
14 H 0.437 -2.449 2.024  O19 0.974
15 H 2.384 -1.004 0.061  C9 1.114
16 H -0.869 1.772 0.484  C1 1.090
17 H -0.873 -1.653 2.147  O19 0.965
18 O -2.030 -1.074 0.077  C3 1.220
19 O -0.116 -1.961 2.660  H14 0.974, H17 0.965

R) The following is a quantum chemistry calculation of a 2-piece molecular cluster, C5H11O3 overall, from the Open Molecules 2025 dataset.

## Properties
* LUMO: 3.6 eV
* E_HOMO: -3.02 eV
* gap between HOMO and LUMO: 6.61 eV
* charge: -1

Each atom is followed by the atoms it is bonded to, with distances in Å.
Positions of all 19 atoms, in Å:
1 H -1.525 -0.945 -1.486  C16 1.093
2 H -0.358 1.009 0.664  C14 1.080
3 H -1.921 0.974 -0.218  C14 1.085
4 H 2.151 1.580 0.528  O13 1.009
5 C -0.117 1.860 -1.248  H6 1.133, H7 1.132, O9 1.337, C14 1.664
6 H 0.098 1.312 -2.215  C5 1.133
7 H -0.979 2.585 -1.357  C5 1.132
8 H 1.479 -2.298 0.517  C11 1.088
9 O 1.015 2.345 -0.726  C5 1.337
10 H 1.411 1.008 1.652  O13 0.956
11 C 0.530 -2.097 1.011  H8 1.088, O12 1.225, C15 1.464
12 O 0.688 -2.276 2.213  C11 1.225
13 O 2.231 1.483 1.530  H4 1.009, H10 0.956
14 C -0.860 0.748 -0.256  H2 1.080, H3 1.085, C5 1.664, C16 1.530
15 C -0.747 -1.752 0.384  C11 1.464, C16 1.581, H17 1.111, H19 1.098
16 C -0.733 -0.683 -0.780  H1 1.093, C14 1.530, C15 1.581, H18 1.108
17 H -1.395 -1.331 1.183  C15 1.111
18 H 0.217 -0.874 -1.319  C16 1.108
19 H -1.185 -2.648 -0.077  C15 1.098

Most stable pick: P). Distance to second place: 119.5 kJ/mol.